Here is a cluster of 2 separate species, C11H15N in total from OMol25. Energies are from ωB97M-V/def2-TZVPD.

Computed properties:
**HOMO (spin up / spin down)**: 0.695 / -2.823 eV
**Net charge**: -1
**Lowest unoccupied orbital energy (spin up / spin down)**: 3.5 / 3.5 eV
**⟨S²⟩**: 0.77
**Orbital gap (spin up / spin down)**: 2.824 / 6.318 eV
**E_tot**: -482.84390 hartree
**Multiplicity**: 2

```
27
Properties=species:S:1:pos:R:3:forces:R:3
C 1.024 3.789 1.233 -0.332 -0.077 -1.007
C 0.471 2.897 0.079 0.199 0.934 0.261
H 0.268 4.316 1.813 -0.179 -0.164 0.019
H 1.623 3.176 1.900 0.177 0.245 0.131
H 1.611 4.559 0.731 0.407 0.025 0.540
H 0.696 3.374 -0.876 0.116 -0.094 -0.050
H -0.610 2.797 0.072 -0.003 -0.492 0.302
H 1.003 1.955 0.109 -0.543 -0.248 -0.164
C 2.301 -0.526 -0.254 -0.557 1.846 -0.891
C -0.248 -1.268 -0.452 0.648 -0.301 1.058
C 1.051 -1.233 0.155 0.589 -1.006 -0.216
C -1.010 -2.172 0.329 -0.049 0.600 -0.405
C 1.072 -2.154 1.171 -0.059 -0.822 1.291
C -2.181 -0.810 -1.903 0.992 -0.267 1.412
C -2.880 -1.694 -1.113 -1.370 0.246 -0.176
C -0.812 -0.582 -1.548 -0.208 0.411 -1.434
C -2.360 -2.423 -0.016 0.499 -0.210 0.560
N -0.215 -2.670 1.349 -1.334 0.998 -1.631
H -2.678 -0.179 -2.623 -0.068 -0.127 -0.322
H -3.964 -1.784 -1.219 0.140 0.065 -0.327
H -0.159 -0.032 -2.222 -0.052 0.181 0.125
H -3.062 -2.861 0.685 0.114 -0.224 -0.026
H 3.215 -0.678 0.313 -0.144 -0.571 0.259
H 2.102 0.549 -0.168 0.218 0.104 0.220
H 1.795 -2.352 1.948 0.235 0.138 -0.203
H -0.601 -3.447 1.833 0.646 -0.471 0.606
H 2.548 -0.547 -1.326 -0.083 -0.716 0.068
```
Forces are in eV/Å.


Here is a cluster of 2 separate species, C11H15N in total from OMol25. Energies are from ωB97M-V/def2-TZVPD.

Computed properties:
**HOMO (spin up / spin down)**: 0.394 / -2.903 eV
**Net charge**: -1
**Lowest unoccupied orbital energy (spin up / spin down)**: 3.9 / 3.9 eV
**⟨S²⟩**: 0.78
**Orbital gap (spin up / spin down)**: 3.554 / 6.813 eV
**E_tot**: -482.85438 hartree
**Multiplicity**: 2

```
27
Properties=species:S:1:pos:R:3:forces:R:3
C -0.030 1.348 -3.086 -0.168 0.419 -0.150
C 0.959 0.275 0.357 -1.080 0.935 -0.582
C 0.093 1.040 -0.511 -0.167 -1.077 -0.547
C 0.601 0.895 -1.814 0.027 -0.289 -0.260
C 1.747 0.118 -1.782 0.144 0.545 -0.054
C -0.520 0.827 2.209 0.979 -0.216 -0.002
C 0.674 0.210 1.695 0.383 -0.288 0.062
C -1.377 1.489 1.355 0.363 0.542 0.194
C -1.144 1.559 -0.028 -0.116 0.163 1.050
N 2.007 -0.291 -0.430 -0.066 0.379 0.905
H -0.624 0.803 3.285 -0.349 0.249 0.052
H 1.375 -0.259 2.374 -0.031 -0.293 0.140
H -2.103 2.144 1.839 -0.515 -0.452 -0.331
H -1.907 2.008 -0.641 0.132 0.241 -0.382
H 2.866 0.098 -0.051 0.199 -0.480 -0.272
H 2.198 -0.369 -2.627 0.252 -0.209 0.002
H -1.090 1.581 -2.962 -0.063 -0.099 0.063
H 0.058 0.596 -3.871 -0.018 -0.188 -0.019
H 0.426 2.256 -3.502 0.070 0.027 0.142
C -1.566 -2.611 0.470 0.052 0.469 -0.132
C -0.743 -3.306 1.559 -0.639 -0.029 -0.747
H -1.078 -1.771 -0.023 0.295 0.160 0.361
H -1.758 -3.306 -0.350 -0.241 -0.216 0.126
H -2.511 -2.225 0.854 -0.081 -0.106 -0.021
H 0.179 -3.636 1.082 0.115 -0.307 0.379
H -0.510 -2.703 2.429 0.034 0.375 -0.077
H -1.368 -4.140 1.897 0.489 -0.257 0.100
```
Forces are in eV/Å.


Listing max |F| for the structures above in their given order: 2.33; 1.54 eV Å⁻¹.
Listing ΔE to the lowest compared entry with this formula, charge and spin for the structures above in their given order: 68.75; 41.23 kJ/mol.